{
  "formula": "C18H30Cl2HgN7O3",
  "method": "the ωB97M-V functional and the def2-TZVPD basis",
  "largest_force_ev_per_a": 2.6,
  "gap_ev": 7.25,
  "e_tot_ha": -2386.72913,
  "homo_ev": -4.617,
  "charge": -1,
  "elements": ["Hg", "Cl", "Cl", "O", "O", "O", "N", "N", "N", "N", "N", "N", "N", "C", "C", "C", "C", "C", "C", "C", "C", "C", "C", "C", "C", "C", "C", "C", "C", "C", "C", "H", "H", "H", "H", "H", "H", "H", "H", "H", "H", "H", "H", "H", "H", "H", "H", "H", "H", "H", "H", "H", "H", "H", "H", "H", "H", "H", "H", "H", "H"],
  "xyz": [[1.07580, 0.60896, 0.84914], [-0.34589, 1.87918, 2.44277], [3.02715, -0.54330, 1.81859], [-0.34268, 2.46962, -1.61210], [1.81898, -0.05374, -1.69845], [-0.80110, -0.44598, -0.09093], [2.56612, 3.46317, 0.61929], [1.39040, -0.65271, -3.84687], [2.68035, 2.18443, 0.24720], [3.80786, 3.96716, 0.47666], [4.74582, 3.03040, 0.14650], [-2.22486, 2.57849, -0.29462], [4.15169, 5.06019, 1.25657], [3.98266, 1.96113, -0.03542], [0.50249, -0.71188, -4.99783], [-4.26321, -1.88871, 3.24745], [1.13744, -2.95961, -0.28548], [-2.58013, -0.64970, 2.04609], [-3.59735, -0.68536, 2.99754], [0.35902, -2.70926, 2.07625], [-2.92547, -2.97830, 1.54466], [-1.46820, 2.07885, -1.30475], [-1.08617, -1.72926, 0.27769], [1.03077, -0.12003, -2.65948], [0.14970, -2.53759, 0.76059], [1.57843, -3.30521, 2.71344], [-3.52419, 2.00481, 0.00853], [2.78234, -0.99576, -4.09643], [-1.85894, 3.80333, 0.38099], [-2.24404, -1.77865, 1.30794], [-3.92402, -3.03738, 2.52180], [-0.84487, 4.08119, 0.08536], [-2.63809, -3.86328, 0.97112], [5.07706, 5.39108, 0.98932], [-2.00783, 0.26725, 1.88998], [1.81561, -2.12639, -0.51873], [-0.50699, -0.40653, -4.69873], [-5.05871, -1.91385, 3.99127], [-0.01821, 0.23954, -2.60875], [0.47644, -1.73831, -5.38674], [3.42236, 5.75391, 1.16743], [-4.33057, 2.62499, -0.41360], [2.02681, -2.58094, 3.41086], [-2.57574, 4.59810, 0.13143], [-1.41713, -2.25134, -0.64493], [-1.98887, 1.25738, -1.85233], [-1.88097, 3.61934, 1.45991], [1.75219, -3.80587, 0.05501], [1.32637, -4.20438, 3.29899], [2.35022, -3.56985, 1.97791], [-3.82306, 0.23072, 3.53975], [3.26643, -0.21588, -4.70208], [0.87302, -0.05779, -5.79991], [-3.57553, 1.00150, -0.42944], [-4.43833, -3.97935, 2.72805], [-3.66005, 1.93924, 1.09440], [0.63035, -3.24356, -1.21302], [2.81191, -1.92400, -4.67542], [-0.36958, -2.31620, 2.79281], [3.30979, -1.11651, -3.14735], [4.39519, 1.00251, -0.30988]],
  "forces_ev_per_a": [[-1.48, -1.09, -0.21], [0.21, 0.33, 0.42], [0.47, -0.05, -0.01], [-0.77, -0.13, 0.01], [-1.05, 0.17, -1.56], [1.11, 0.98, -0.01], [1.89, -0.99, -0.95], [0.19, -0.02, -0.45], [0.52, 2.28, -0.04], [-0.63, -2.49, 0.55], [-1.44, 1.02, 0.05], [0.00, -0.13, -0.72], [0.45, 0.29, 0.18], [0.13, 0.38, 0.34], [0.18, 0.06, 0.35], [-0.02, 0.24, -0.12], [0.27, 0.03, -0.03], [0.10, 0.23, -0.12], [0.16, -0.49, -0.18], [0.06, 0.16, -0.30], [-0.15, 0.27, 0.25], [0.14, 0.05, 0.32], [-0.04, -0.43, 0.16], [0.75, 0.13, 1.58], [-0.58, 0.34, 0.97], [0.23, -0.21, 0.13], [0.19, 0.09, -0.27], [-0.21, -0.07, -0.11], [-0.04, -0.11, 0.27], [0.29, -0.53, -0.25], [0.08, 0.08, -0.09], [-0.21, -0.03, 0.08], [-0.14, 0.16, 0.21], [-0.44, -0.03, -0.20], [-0.24, -0.37, -0.07], [-0.12, -0.21, 0.00], [0.25, -0.06, -0.11], [0.15, -0.12, -0.10], [0.52, -0.25, 0.15], [-0.11, 0.16, 0.07], [0.09, 0.14, -0.17], [0.05, -0.07, 0.12], [-0.12, -0.21, -0.26], [0.10, 0.00, -0.09], [-0.34, -0.32, 0.18], [0.32, 0.23, 0.34], [0.10, 0.20, -0.21], [-0.21, 0.24, -0.18], [-0.01, 0.13, -0.13], [-0.21, 0.10, 0.31], [-0.09, -0.23, 0.05], [-0.02, -0.06, 0.17], [-0.17, -0.03, 0.12], [-0.02, 0.17, 0.25], [0.12, 0.26, -0.09], [0.09, -0.10, -0.23], [-0.02, 0.00, 0.02], [0.09, 0.00, 0.14], [0.07, -0.15, -0.32], [-0.17, 0.05, -0.20], [-0.29, 0.05, -0.01]]
}

{
  "formula": "C18H30GdN4O7P2Si3",
  "method": "the ωB97M-V functional and the def2-TZVPD basis",
  "largest_force_ev_per_a": 3.3,
  "multiplicity": 8,
  "gap_ev": [7.83, 6.19],
  "e_tot_ha": -3767.01152,
  "homo_ev": [-5.579, -5.581],
  "charge": -1,
  "elements": ["Gd", "P", "P", "Si", "Si", "Si", "O", "O", "O", "O", "O", "O", "O", "N", "N", "N", "N", "C", "C", "C", "C", "C", "C", "C", "C", "C", "C", "C", "C", "C", "C", "C", "C", "C", "C", "H", "H", "H", "H", "H", "H", "H", "H", "H", "H", "H", "H", "H", "H", "H", "H", "H", "H", "H", "H", "H", "H", "H", "H", "H", "H", "H", "H", "H", "H"],
  "xyz": [[10.29065, 12.32829, 8.61916], [7.27516, 12.04352, 8.70673], [8.93301, 12.81574, 11.19517], [12.60302, 12.67104, 6.05870], [12.91296, 14.44273, 8.61366], [13.57658, 11.39494, 8.76674], [5.84214, 12.63509, 8.24254], [7.80821, 13.01472, 9.94014], [8.19459, 12.46023, 7.59264], [10.13828, 13.47640, 10.56542], [7.40828, 10.63277, 9.19145], [9.34820, 11.25472, 10.74075], [8.47058, 13.15261, 12.53773], [10.22337, 14.84062, 7.90040], [10.31846, 10.00998, 8.24629], [8.78998, 6.16368, 9.91913], [9.13667, 6.76773, 5.47608], [9.28978, 7.14802, 6.57547], [13.80234, 9.75127, 7.86148], [11.55179, 11.26382, 5.35167], [14.29933, 12.49531, 5.25154], [15.37306, 11.85371, 9.12869], [11.35802, 15.49184, 8.18422], [13.07095, 14.61606, 10.47354], [14.36947, 15.41843, 7.94147], [10.19514, 17.57227, 7.95900], [12.84056, 10.93948, 10.44405], [9.07560, 15.50130, 7.62005], [9.07309, 6.84361, 8.99473], [12.71396, 12.77450, 7.88850], [9.39708, 7.64812, 7.88134], [9.91220, 8.91269, 8.08420], [11.35719, 16.87383, 8.24530], [11.84618, 14.16178, 5.19466], [9.04015, 16.87296, 7.66644], [14.25013, 15.68575, 6.87920], [10.77306, 14.23246, 5.36074], [13.94400, 14.08605, 10.86518], [15.83418, 11.05270, 9.68575], [15.28264, 14.83220, 8.03294], [13.68104, 10.63658, 11.06179], [14.97395, 13.30540, 5.56495], [14.36616, 9.08233, 8.48601], [14.18656, 12.53340, 4.16556], [11.99027, 10.28706, 5.52760], [13.17381, 15.67887, 10.72403], [10.20296, 18.67396, 7.96862], [14.33031, 9.88458, 6.91365], [8.22010, 14.88663, 7.38200], [15.92614, 11.99282, 8.20067], [12.83691, 9.26977, 7.65215], [14.80126, 11.56447, 5.50836], [12.27121, 17.40283, 8.50858], [12.00834, 14.06019, 4.12294], [8.10301, 17.37870, 7.44727], [12.19737, 14.23604, 10.99119], [15.45893, 12.76115, 9.74534], [14.46766, 16.34973, 8.48784], [12.31869, 11.75125, 10.96090], [11.45062, 11.42338, 4.27072], [8.56743, 10.77319, 10.36764], [10.52715, 11.23151, 5.73588], [5.11119, 12.27555, 8.74162], [12.14366, 10.09444, 10.39790], [12.30011, 15.11308, 5.49972]],
  "forces_ev_per_a": [[0.65, 0.72, -0.41], [0.71, 0.39, 0.63], [-0.23, -1.28, -2.10], [0.07, -0.11, -1.00], [0.06, 0.58, 0.00], [0.78, -0.54, 0.25], [0.96, -0.51, 0.56], [-0.79, -0.03, 0.79], [0.29, 0.01, -0.75], [0.58, 0.87, 0.49], [-1.30, 0.66, -0.31], [-0.31, 0.83, 1.27], [-0.21, -0.42, -0.38], [-0.81, -0.39, -0.43], [-0.42, -2.59, -0.45], [0.78, 1.77, -2.42], [0.43, 0.61, 2.00], [-0.62, -0.70, -2.52], [-0.98, 0.52, -0.64], [-0.09, 0.18, 0.24], [0.22, 0.20, 0.25], [-0.31, 0.71, 0.11], [-0.10, -0.45, 0.28], [0.15, -0.23, 0.10], [-0.20, -0.06, -0.76], [0.34, 0.70, 0.21], [-0.51, 0.11, -0.15], [1.30, -0.50, 0.52], [-0.87, -1.86, 2.55], [-0.86, -0.34, 0.36], [0.42, 0.12, 0.40], [0.43, 1.99, 0.23], [0.12, 0.60, -0.12], [0.16, 0.44, 0.32], [-0.68, 0.38, -0.40], [0.03, -0.17, 0.24], [-0.09, 0.03, 0.04], [0.04, 0.09, -0.04], [0.22, -0.39, 0.19], [0.13, 0.05, 0.10], [0.11, -0.06, 0.22], [-0.17, -0.07, -0.12], [0.38, -0.29, 0.37], [0.05, 0.01, -0.01], [0.04, -0.22, -0.01], [0.02, -0.11, -0.08], [-0.09, -0.62, 0.05], [0.02, -0.10, 0.06], [-0.07, -0.05, 0.04], [0.10, 0.10, -0.06], [0.23, 0.09, 0.00], [-0.01, -0.14, 0.00], [-0.16, -0.05, -0.11], [0.05, -0.10, -0.13], [0.20, 0.02, 0.04], [-0.16, -0.01, 0.07], [0.06, -0.14, -0.24], [0.18, 0.18, 0.22], [0.11, 0.02, 0.03], [0.15, -0.04, 0.13], [-0.15, -0.27, 0.06], [-0.01, 0.01, 0.06], [-0.36, -0.21, 0.31], [0.09, 0.11, -0.08], [-0.12, -0.07, -0.03]]
}

{
  "formula": "C18H30GeN4O4PSeTi",
  "method": "the ωB97M-V functional and the def2-TZVPD basis",
  "largest_force_ev_per_a": 0.9,
  "multiplicity": 2,
  "gap_ev": [8.40, 8.58],
  "e_tot_ha": -6892.64231,
  "homo_ev": [-14.265, -14.727],
  "charge": 2,
  "elements": ["Se", "Ge", "Ti", "P", "O", "O", "O", "O", "N", "N", "N", "N", "C", "C", "C", "C", "C", "C", "C", "C", "C", "C", "C", "C", "C", "C", "C", "C", "C", "C", "H", "H", "H", "H", "H", "H", "H", "H", "H", "H", "H", "H", "H", "H", "H", "H", "H", "H", "H", "H", "H", "H", "H", "H", "H", "H", "H", "H", "H", "H"],
  "xyz": [[3.29562, 0.38352, 1.88142], [4.70378, -1.24425, -0.76558], [1.63908, 0.25822, -0.13669], [0.12660, 0.77676, -2.41233], [1.55751, -1.60342, 0.06922], [0.99404, -3.32645, 1.41808], [-0.72148, 3.35298, 0.84451], [0.97123, 2.06527, 0.10426], [-2.13328, 2.16287, -3.27000], [-0.00973, 2.81446, -4.26510], [0.09277, 0.01287, 1.17268], [-1.04342, 0.72102, -4.89889], [0.86544, -2.19811, 1.06265], [-1.41430, 1.00164, 2.68409], [4.32370, 2.00112, 1.54533], [6.58593, -1.00444, -1.19658], [3.71622, 0.21369, -1.76840], [-0.53201, 1.09520, 1.62453], [-0.33476, -0.14371, -3.95502], [-1.59996, -0.25358, 3.26250], [-0.10793, 2.32188, 0.84402], [-1.24027, 3.31732, -3.76945], [4.05640, -2.98275, -1.34428], [4.56032, -0.93390, 1.19646], [-0.23818, 1.85713, -5.34654], [-2.30689, 1.16029, -4.42554], [-0.06393, -1.19165, 1.71264], [-1.54576, 1.50764, -2.05632], [-0.91607, -1.37077, 2.78545], [0.85719, 2.28191, -3.21610], [-1.46346, 2.26487, -1.27487], [5.18625, 1.98751, 2.20589], [-2.23587, 0.73259, -1.71974], [0.56845, -0.52851, -4.43144], [-2.85049, 1.69166, -5.20644], [2.99878, -2.97037, -1.59469], [3.23552, 1.03459, -1.20232], [4.64014, 2.05601, 0.50690], [5.53446, -0.61815, 1.57127], [0.71817, 1.49792, -5.72146], [-2.90948, 0.33491, -4.04828], [-0.76126, 2.36078, -6.15989], [6.77393, -1.19830, -2.25236], [-1.09428, 3.99427, -2.92837], [-2.27054, -0.35830, 4.10492], [1.82548, 2.02606, -3.64997], [-1.80514, 3.81284, -4.55868], [7.18189, -1.70969, -0.61624], [-3.04880, 2.54558, -3.02545], [4.49498, 0.76458, -2.29812], [-1.92201, 1.88245, 3.05204], [3.68558, 2.84648, 1.78930], [6.92767, 0.00372, -0.96038], [4.63449, -3.29732, -2.21294], [1.02794, 3.04004, -2.44907], [4.20072, -3.72075, -0.55542], [-1.02483, -2.34710, 3.23726], [3.03701, -0.18767, -2.52325], [-0.95449, -1.00705, -3.70580], [4.30630, -1.86441, 1.70418]],
  "forces_ev_per_a": [[0.25, 0.03, 0.08], [0.16, 0.07, 0.01], [0.24, 0.08, -0.91], [-0.02, 0.02, -0.01], [-0.08, -0.16, 0.16], [-0.05, 0.02, -0.04], [0.01, -0.03, -0.03], [-0.12, 0.02, 0.13], [-0.02, 0.00, -0.01], [-0.01, 0.00, -0.01], [-0.26, -0.03, 0.34], [0.00, 0.00, -0.01], [-0.09, -0.11, 0.08], [-0.04, 0.00, -0.04], [-0.02, 0.00, 0.01], [-0.04, 0.02, -0.01], [0.00, -0.08, 0.17], [0.03, -0.07, 0.07], [0.01, -0.01, 0.00], [0.01, 0.00, 0.01], [-0.08, 0.08, 0.06], [0.03, 0.02, 0.00], [0.01, 0.02, 0.04], [0.01, -0.05, 0.00], [0.00, 0.00, 0.01], [0.00, -0.02, -0.01], [-0.02, 0.08, 0.01], [0.04, -0.02, 0.05], [-0.03, -0.02, -0.02], [-0.01, 0.00, -0.01], [0.00, 0.00, -0.01], [0.00, 0.00, 0.00], [0.00, -0.01, -0.01], [0.00, 0.00, 0.00], [0.00, 0.01, 0.00], [-0.01, 0.02, 0.01], [0.22, 0.17, -0.10], [0.01, -0.02, 0.00], [0.00, -0.02, 0.02], [0.00, 0.00, 0.00], [0.00, 0.00, 0.01], [0.00, 0.00, 0.00], [-0.01, 0.01, 0.00], [-0.01, 0.00, 0.00], [0.00, 0.00, 0.00], [0.00, 0.00, 0.00], [-0.01, 0.00, 0.00], [0.00, 0.00, -0.01], [0.00, 0.00, 0.00], [-0.01, -0.03, -0.06], [0.00, 0.00, 0.00], [0.00, 0.00, -0.01], [-0.01, 0.00, 0.01], [-0.01, -0.01, -0.01], [0.00, -0.01, 0.01], [0.02, 0.01, 0.01], [0.00, 0.00, -0.01], [-0.03, 0.00, 0.02], [0.00, 0.00, 0.01], [-0.03, -0.01, -0.03]]
}

{
  "formula": "C18H30INO5OsSSi2",
  "method": "the ωB97M-V functional and the def2-TZVPD basis",
  "largest_force_ev_per_a": 0.9,
  "gap_ev": [6.91, 6.90],
  "e_tot_ha": -2500.47830,
  "homo_ev": [-8.342, -8.337],
  "charge": 0,
  "elements": ["Os", "I", "S", "Si", "Si", "O", "O", "O", "O", "O", "N", "C", "C", "C", "C", "C", "C", "C", "C", "C", "C", "C", "C", "C", "C", "C", "C", "C", "C", "H", "H", "H", "H", "H", "H", "H", "H", "H", "H", "H", "H", "H", "H", "H", "H", "H", "H", "H", "H", "H", "H", "H", "H", "H", "H", "H", "H", "H", "H"],
  "xyz": [[0.12909, 0.20532, 0.56279], [-0.38267, -0.19963, 3.11702], [-0.09210, 2.18774, -1.24807], [2.61243, -2.08049, 0.87640], [3.01500, 0.92361, 1.92756], [-0.30381, 2.10400, 0.28863], [0.50863, 3.41159, -1.64052], [-0.50087, -1.56843, -0.16960], [0.60840, 0.91651, -1.52926], [-4.20565, 0.78128, 0.70544], [-2.15051, -0.20105, 0.27800], [-1.69560, 2.02450, -1.93884], [-1.77101, -1.38309, -0.10933], [3.31495, 0.21811, 3.63868], [-4.21021, 1.74598, -3.06501], [-3.12049, 1.04893, -3.58608], [1.79946, -3.09840, 2.20925], [-2.75878, 2.73322, -1.40228], [4.66031, 1.29723, 1.09936], [2.07725, -0.24627, 0.72935], [-1.86043, 1.17950, -3.02629], [-4.09809, -1.52246, -0.09120], [-2.85519, -2.35362, -0.44843], [2.30845, -2.87140, -0.79534], [-3.55039, -0.15823, 0.35551], [-5.58396, 1.56871, -3.64967], [-4.01000, 2.58555, -1.97357], [2.17983, 2.58921, 2.13277], [4.47163, -2.17211, 1.11244], [-6.12678, 0.77625, -3.12988], [-4.77775, -1.37485, -0.92792], [-1.01608, 0.63038, -3.41965], [4.22829, 0.65848, 4.04792], [2.86176, -2.34093, -1.57416], [1.97667, -2.69262, 3.20570], [-4.85058, 3.11655, -1.54475], [-5.53097, 1.29861, -4.70360], [5.10551, 2.17068, 1.58237], [0.71978, -3.15926, 2.06792], [1.25598, -2.87823, -1.07140], [2.08143, 3.11742, 1.18192], [-2.74689, -3.27485, 0.12286], [4.53123, 1.53546, 0.04136], [3.43347, -0.86709, 3.64755], [5.37057, 0.47483, 1.17845], [-2.79638, -2.60885, -1.50777], [1.19807, 2.54273, 2.60640], [-2.62098, 3.36587, -0.53538], [4.83396, -1.73681, 2.04579], [2.66790, -3.90351, -0.77967], [2.48994, 0.46255, 4.30705], [2.20820, -4.11167, 2.17502], [2.83222, 3.19230, 2.77135], [4.74824, -3.23003, 1.10810], [4.99777, -1.69412, 0.28500], [-4.67112, -1.94667, 0.73183], [-6.17132, 2.48095, -3.55469], [-3.25981, 0.39550, -4.43831], [2.49198, -0.06487, -0.27909]],
  "forces_ev_per_a": [[0.58, -0.50, 0.40], [-0.05, -0.06, -0.17], [-0.19, 0.13, 0.03], [0.04, -0.11, -0.10], [0.01, 0.08, 0.09], [-0.07, 0.00, -0.15], [0.10, 0.03, -0.05], [-0.27, 0.09, 0.14], [0.13, -0.03, 0.11], [0.00, 0.04, 0.00], [0.19, 0.05, -0.13], [-0.01, 0.04, 0.02], [-0.12, -0.11, -0.05], [-0.01, -0.10, 0.00], [0.01, -0.05, -0.04], [-0.02, 0.04, 0.07], [-0.10, 0.11, 0.06], [0.02, 0.03, -0.02], [-0.01, -0.04, -0.02], [-0.21, 0.30, -0.20], [-0.03, -0.01, -0.02], [0.12, -0.05, 0.02], [-0.11, 0.06, -0.02], [-0.02, 0.03, 0.00], [-0.07, -0.10, 0.00], [0.01, 0.01, -0.01], [-0.01, 0.04, 0.05], [0.01, 0.04, -0.04], [0.04, 0.07, 0.08], [0.01, 0.00, 0.02], [-0.01, 0.01, -0.02], [0.00, -0.01, 0.00], [0.01, 0.00, 0.00], [0.00, 0.00, 0.00], [-0.02, -0.01, 0.02], [0.00, -0.01, -0.01], [-0.01, 0.00, -0.01], [0.00, 0.00, 0.01], [-0.02, 0.00, 0.01], [-0.01, -0.02, 0.00], [-0.02, 0.00, 0.00], [0.00, 0.02, 0.02], [-0.01, 0.01, 0.00], [0.02, 0.06, 0.01], [0.00, -0.01, -0.02], [0.01, -0.01, 0.02], [0.04, -0.01, -0.02], [0.01, -0.02, 0.00], [-0.03, -0.03, -0.05], [0.00, -0.01, 0.00], [0.00, 0.00, -0.01], [0.02, 0.00, -0.03], [-0.01, 0.01, 0.02], [0.01, -0.01, 0.01], [0.01, 0.02, -0.02], [0.00, 0.00, 0.00], [0.00, 0.00, -0.01], [-0.01, 0.00, -0.02], [0.03, 0.02, 0.02]]
}